1.
{
  "formula": "CH4OP2",
  "method": "wB97M-V/def2-TZVPD",
  "species": ["C", "P", "P", "O", "H", "H", "H", "H"],
  "xyz": [[-0.327031, 0.614451, -0.100093], [1.324514, 1.347702, 0.393768], [2.417372, -0.345414, -0.293651], [3.845596, -0.508226, -0.005140], [-1.038141, 1.541142, -0.189625], [-0.682746, -0.077999, 0.599407], [-0.151195, 0.202218, -1.037892], [1.925577, -1.163560, -1.230948]],
  "forces_ev_per_angstrom": [[-0.4, 3.8, 0.3], [0.9, -2.2, -0.5], [0.0, 3.9, 2.4], [0.5, -0.5, -0.2], [1.1, -1.9, 0.1], [-0.7, -0.8, 1.0], [-0.4, -0.9, -1.8], [-1.0, -1.2, -1.2]],
  "nbo_charge": [-0.92, 0.13, 1.20, -1.01, 0.24, 0.23, 0.22, -0.08],
  "homo_ev": -8.51,
  "total_charge": 0,
  "orbital_gap_ev": 7.686,
  "energy_ha": -798.39122,
  "de_lowest_kcal_mol": 15.6,
  "smiles": "CP=[PH]=O"
}

=====

2.
{
  "formula": "C54H31Cl3GeN11STi",
  "method": "wB97M-V/def2-TZVPD",
  "species": ["Ti", "C", "C", "C", "C", "C", "N", "C", "C", "C", "C", "C", "C", "C", "C", "N", "C", "N", "C", "N", "C", "N", "C", "N", "C", "N", "C", "C", "C", "C", "C", "C", "C", "C", "C", "C", "C", "C", "C", "C", "N", "H", "H", "H", "H", "H", "H", "H", "H", "H", "H", "H", "H", "H", "H", "H", "H", "N", "C", "C", "C", "C", "C", "C", "C", "C", "C", "C", "C", "C", "N", "C", "C", "C", "C", "N", "H", "H", "H", "H", "H", "H", "H", "H", "H", "H", "S", "C", "C", "C", "C", "C", "C", "H", "H", "H", "H", "H", "Cl", "Ge", "Cl", "Cl"],
  "xyz": [[0.307227, -0.485852, -0.060287], [0.839032, -6.449142, -2.190227], [1.844020, -6.730634, -1.247045], [2.397629, -5.740375, -0.460784], [1.964436, -4.427995, -0.650256], [2.169936, -3.186541, 0.085787], [2.047044, -3.270033, 1.440077], [0.857217, -2.898248, 1.881561], [0.210893, -3.605416, 2.990997], [0.685744, -4.170294, 4.163975], [-0.200636, -4.912868, 4.929651], [-1.515941, -5.132660, 4.501916], [-1.976245, -4.607818, 3.304637], [-1.106930, -3.817567, 2.563327], [-1.252177, -3.136925, 1.278209], [-2.160728, -3.531483, 0.395871], [-2.245634, -3.303725, -0.887751], [-1.571473, -2.387274, -1.753260], [-2.443472, -1.948669, -2.749798], [-2.595295, -0.771118, -3.233910], [-2.439872, 0.387621, -2.367535], [-1.326381, 0.371840, -1.408583], [-1.733912, -0.007231, -0.253636], [-0.310142, -1.870974, -1.572182], [0.697236, -2.724285, -1.437233], [1.602130, -2.170706, -0.599930], [0.942305, -4.152542, -1.586655], [0.369168, -5.161107, -2.355470], [-3.209112, -0.037022, -0.191964], [-4.098728, -0.351847, 0.818475], [-5.457301, -0.249964, 0.541935], [-5.900238, 0.143927, -0.717774], [-5.002095, 0.426193, -1.743281], [-3.659499, 0.336272, -1.453767], [-3.428973, -3.032074, -2.873835], [-4.446075, -3.239130, -3.792405], [-5.359559, -4.249073, -3.540482], [-5.284488, -5.001401, -2.359528], [-4.300101, -4.764495, -1.419205], [-3.350034, -3.781067, -1.690051], [-0.149154, -2.350769, 1.084204], [0.417851, -7.254875, -2.777882], [2.178275, -7.754103, -1.125395], [3.142162, -5.969416, 0.290131], [1.711745, -4.018319, 4.473372], [0.129698, -5.336330, 5.870745], [-2.181875, -5.725473, 5.118092], [-2.983864, -4.792211, 2.953927], [-0.429219, -4.941074, -3.053819], [-3.746115, -0.665064, 1.793322], [-6.181521, -0.475946, 1.314777], [-6.964582, 0.223659, -0.904313], [-5.341139, 0.706875, -2.732278], [-4.517948, -2.612339, -4.672046], [-6.154545, -4.446834, -4.248901], [-6.023240, -5.772761, -2.176844], [-4.250260, -5.319702, -0.491721], [10.404813, 0.690002, 1.217082], [9.261446, 0.633498, 1.083125], [7.840759, 0.561368, 0.915977], [7.173941, 1.499065, 0.123080], [5.806833, 1.422086, -0.041286], [5.047708, 0.414649, 0.580324], [5.737883, -0.511499, 1.384799], [7.104980, -0.447385, 1.546208], [3.601237, 0.321732, 0.412725], [2.818369, 0.119143, 1.596454], [3.212266, 0.332414, 2.925117], [2.086674, 0.111369, 3.733386], [1.056006, -0.236594, 2.882372], [1.488068, -0.234868, 1.590595], [3.052534, 0.472911, -0.893280], [3.740422, 0.578865, -2.110377], [2.778741, 0.704490, -3.127157], [1.545202, 0.664122, -2.514465], [1.686979, 0.516310, -1.160555], [7.736894, 2.294191, -0.349218], [5.293447, 2.164504, -0.636817], [5.171138, -1.298511, 1.864782], [7.618895, -1.182383, 2.152741], [4.190606, 0.649887, 3.248263], [2.019194, 0.203481, 4.806159], [0.033841, -0.480129, 3.127866], [4.810278, 0.556105, -2.237761], [2.957279, 0.827937, -4.184191], [0.563049, 0.729502, -2.951504], [0.138862, 2.317738, 0.850847], [-0.851971, 2.631413, 2.284040], [-0.679279, 3.804468, 3.017496], [-1.442989, 4.039747, 4.150279], [-2.378132, 3.107399, 4.580576], [-2.543154, 1.932012, 3.861324], [-1.788061, 1.698637, 2.722789], [0.043656, 4.532330, 2.679385], [-1.305108, 4.962885, 4.701388], [-2.971044, 3.294970, 5.468092], [-3.269084, 1.193307, 4.182680], [-1.919846, 0.785198, 2.159858], [-0.193343, 5.787962, 0.139768], [-0.705566, 3.752578, -0.878380], [-2.371060, 1.840422, -3.401382], [-2.887968, 3.672090, -0.168184]],
  "forces_ev_per_angstrom": [[-0.3, 0.4, -0.3], [0.1, -0.1, 0.1], [-0.1, 0.0, -0.1], [0.0, 0.1, 0.0], [0.1, -0.4, -0.2], [0.0, 0.2, 1.2], [0.7, -0.4, -1.4], [-1.4, 0.5, 0.7], [0.4, 0.2, -0.5], [-0.1, -0.2, 0.2], [0.3, 0.1, 0.0], [-0.2, 0.0, -0.2], [0.0, -0.2, 0.3], [-0.2, 0.3, -0.6], [0.0, 0.0, 1.1], [-0.3, 0.2, -0.9], [0.1, -0.3, 0.9], [0.2, 0.0, -0.6], [0.0, 0.1, 0.2], [0.0, 0.0, 0.0], [0.1, 0.0, -0.2], [0.0, -0.1, 0.4], [0.0, 0.1, 0.1], [0.2, -0.3, 0.1], [-0.4, 0.4, 0.4], [0.0, 0.2, -0.1], [0.1, -0.3, 0.0], [0.0, 0.1, 0.0], [0.0, 0.0, -0.1], [0.0, 0.0, 0.0], [0.0, 0.0, 0.0], [0.0, 0.0, 0.0], [0.0, 0.0, 0.0], [0.0, 0.0, 0.0], [-0.1, 0.0, 0.1], [0.0, 0.0, 0.0], [0.0, 0.0, 0.0], [0.0, 0.0, 0.0], [0.1, 0.0, 0.0], [-0.2, 0.0, -0.2], [0.6, -0.7, -0.1], [0.0, 0.0, 0.0], [0.0, 0.0, 0.0], [0.0, 0.0, 0.0], [0.0, 0.0, 0.0], [0.0, 0.0, 0.0], [0.0, 0.0, 0.0], [0.0, 0.0, 0.0], [0.0, 0.0, 0.0], [0.0, 0.0, 0.0], [0.0, 0.0, 0.0], [0.0, 0.0, 0.0], [0.0, 0.0, 0.0], [0.0, 0.0, 0.0], [0.0, 0.0, 0.0], [0.0, 0.0, 0.0], [0.0, 0.0, 0.0], [0.0, 0.0, 0.0], [0.0, 0.0, 0.0], [0.0, 0.0, 0.0], [0.0, 0.0, 0.0], [0.0, 0.0, 0.0], [0.0, 0.0, 0.0], [0.0, 0.0, 0.0], [0.0, 0.0, 0.0], [0.0, 0.0, 0.0], [0.1, 0.0, 0.0], [0.0, 0.0, 0.0], [0.0, 0.0, 0.0], [0.0, 0.0, 0.0], [0.1, 0.0, -0.2], [0.0, 0.0, 0.0], [0.0, 0.0, 0.0], [0.0, 0.0, 0.0], [0.0, 0.0, 0.0], [0.0, -0.1, 0.1], [0.0, 0.0, 0.0], [0.0, 0.0, 0.0], [0.0, 0.0, 0.0], [0.0, 0.0, 0.0], [0.0, 0.0, 0.0], [0.0, 0.0, 0.0], [0.0, 0.0, 0.0], [0.0, 0.0, 0.0], [0.0, 0.0, 0.0], [0.0, 0.0, 0.0], [0.1, 0.1, 0.1], [0.0, -0.1, 0.0], [0.0, 0.0, 0.0], [0.0, 0.0, 0.0], [0.0, 0.0, 0.0], [0.0, 0.0, 0.0], [0.0, 0.0, 0.0], [0.0, 0.0, 0.0], [0.0, 0.0, 0.0], [0.0, 0.0, 0.0], [0.0, 0.0, 0.0], [0.0, 0.0, 0.0], [0.0, 0.0, 0.0], [0.0, 0.0, 0.0], [0.0, 0.0, 0.0], [0.0, 0.0, 0.0]],
  "lowdin_spin": [0.01, 0.00, 0.00, 0.00, 0.00, 0.00, 0.00, 0.00, 0.00, 0.00, 0.00, 0.00, 0.00, 0.00, 0.00, 0.00, 0.00, 0.00, 0.00, 0.00, 0.00, 0.00, 0.00, 0.00, 0.00, 0.00, 0.00, 0.00, 0.00, 0.00, 0.00, 0.00, 0.00, 0.00, 0.00, 0.00, 0.00, 0.00, 0.00, 0.00, 0.00, 0.00, 0.00, 0.00, 0.00, 0.00, 0.00, 0.00, 0.00, 0.00, 0.00, 0.00, 0.00, 0.00, 0.00, 0.00, 0.00, 0.03, 0.01, 0.05, 0.00, 0.04, 0.03, 0.04, 0.00, 0.25, 0.01, 0.09, 0.02, 0.08, 0.03, 0.00, 0.12, 0.02, 0.11, 0.02, 0.00, 0.00, 0.00, 0.00, 0.00, 0.00, 0.00, 0.01, 0.00, 0.01, 0.00, 0.00, 0.00, 0.00, 0.00, 0.00, 0.00, 0.00, 0.00, 0.00, 0.00, 0.00, 0.00, 0.00, 0.00, 0.00],
  "homo_ev": [-1.14, -1.47],
  "total_charge": -2,
  "s_squared": 0.785,
  "orbital_gap_ev": [3.944, 4.279],
  "multiplicity": 2,
  "energy_ha": -7384.02213,
  "de_lowest_kcal_mol": 212.7
}

=====

3.
{
  "formula": "C24H36LiO18",
  "method": "wB97M-V/def2-TZVPD",
  "species": ["Li", "C", "C", "C", "O", "C", "O", "O", "H", "H", "H", "H", "H", "H", "C", "C", "C", "O", "C", "O", "O", "H", "H", "H", "H", "H", "H", "C", "C", "C", "O", "C", "O", "O", "H", "H", "H", "H", "H", "H", "C", "C", "C", "O", "C", "O", "O", "H", "H", "H", "H", "H", "H", "C", "C", "C", "O", "C", "O", "O", "H", "H", "H", "H", "H", "H", "C", "C", "C", "O", "C", "O", "O", "H", "H", "H", "H", "H", "H"],
  "xyz": [[-0.590948, 0.484542, 0.835301], [0.710909, 6.173503, 0.113049], [-0.752189, 5.707979, 0.348943], [-1.354559, 5.225543, -0.949351], [-1.413589, 3.805708, -0.835389], [-1.218737, 3.516148, 0.519753], [-1.249755, 2.358618, 0.980849], [-0.744191, 4.575217, 1.156006], [1.437351, 5.269837, -0.339460], [1.218379, 6.337572, 1.066833], [0.691961, 7.178121, -0.256930], [-1.220236, 6.657083, 0.557269], [-0.897561, 5.246638, -1.838983], [-2.323252, 5.179734, -1.099558], [-5.238083, -3.740164, 0.233137], [-5.311981, -2.384662, 0.829958], [-5.155110, -2.194834, 2.294623], [-4.113074, -1.285114, 2.383632], [-3.525565, -1.121959, 1.288294], [-2.497466, -0.489088, 1.177981], [-4.160993, -1.707655, 0.305303], [-4.232846, -4.352830, 0.537302], [-5.333312, -3.707630, -0.786073], [-6.032128, -4.174402, 0.502441], [-6.038554, -1.982502, 0.414438], [-4.775399, -2.990727, 2.915475], [-5.902259, -1.863274, 2.809154], [4.394959, 3.973506, 1.606487], [4.176182, 3.049074, 0.358567], [4.620545, 1.568587, 0.524601], [3.415671, 0.849091, 0.374882], [2.374292, 1.692533, 0.371850], [1.254194, 1.327434, 0.167712], [2.736802, 2.914741, 0.396412], [3.832386, 3.632567, 2.575687], [3.977714, 5.002886, 1.358718], [5.756195, 3.820647, 1.951933], [4.611449, 3.699507, -0.390462], [5.164301, 1.353545, 1.462774], [5.322499, 1.585755, -0.193433], [3.227277, -2.908467, 3.646215], [2.642980, -1.567299, 3.950009], [3.287243, -0.388653, 3.189769], [2.217609, 0.455179, 2.975667], [1.120760, -0.268467, 3.117341], [-0.031389, 0.291252, 2.855444], [1.347366, -1.484523, 3.548277], [2.673264, -3.572045, 4.163003], [4.264113, -3.119260, 3.849738], [3.470612, -3.233831, 2.525305], [2.795404, -1.286399, 5.028556], [3.659672, -0.844271, 2.390495], [3.944583, 0.066126, 3.884770], [-0.905750, -5.994884, -0.486297], [-0.338056, -4.658309, -1.036091], [-1.250507, -3.726484, -1.844830], [-0.904773, -2.516657, -1.335078], [-0.340438, -2.544619, -0.229792], [-0.076593, -1.679716, 0.530245], [0.011894, -3.852586, 0.096320], [-1.690140, -5.551018, -0.045931], [-0.037024, -6.480672, 0.032022], [-1.237590, -6.620330, -1.349691], [0.419488, -4.905320, -1.656762], [-2.340617, -4.031472, -1.798392], [-1.131792, -3.669910, -3.005717], [-1.324955, 0.369633, -5.963453], [-0.589909, -0.210072, -4.749915], [0.655580, 0.534338, -4.422142], [0.664803, 0.580680, -2.942321], [-0.596615, 0.288658, -2.523933], [-0.991619, 0.395272, -1.429975], [-1.369592, -0.087373, -3.551838], [-1.056671, 0.238813, -7.036503], [-1.281587, 1.522915, -5.983466], [-2.281297, 0.012639, -6.158532], [-0.344094, -1.442329, -4.555679], [0.451202, 1.495962, -4.779757], [1.653158, 0.202222, -4.626805]],
  "forces_ev_per_angstrom": [[-0.3, -0.2, -0.1], [1.6, -3.0, 0.8], [2.7, 1.5, -3.1], [1.2, -2.3, 2.0], [1.3, -3.1, 3.8], [0.9, -4.6, -1.4], [-0.5, 4.2, -1.2], [-1.2, 0.1, 1.6], [-2.1, 2.7, 0.4], [-0.4, -0.2, 0.4], [0.3, 0.2, -1.3], [-1.0, -0.3, 1.7], [2.3, 1.8, -3.1], [-5.3, 3.0, -0.5], [7.4, 0.7, 1.2], [7.0, -3.9, 1.5], [3.7, -2.5, -0.9], [-0.7, 1.2, 4.0], [3.7, 2.2, -2.4], [-0.7, -0.4, -0.3], [0.1, 0.0, -1.2], [-2.6, 1.5, -0.6], [0.3, 0.4, -2.7], [-6.0, -4.3, 2.5], [-7.1, 4.2, -3.1], [-0.2, -1.3, -0.5], [-4.9, 2.3, 2.5], [2.6, -1.0, 2.1], [-0.7, 1.2, 4.8], [-1.2, 2.4, 2.3], [1.2, -0.8, 0.0], [-1.4, -2.2, -1.7], [-0.2, -0.3, 0.8], [0.8, 2.9, -1.0], [1.0, 0.3, -2.0], [1.3, -1.1, 0.4], [-4.3, 1.2, -1.2], [-0.6, -0.8, -1.2], [-0.8, 0.1, -0.1], [2.2, -1.9, -3.2], [2.6, 0.5, -3.8], [3.8, 0.9, 1.1], [-0.8, -0.7, 4.2], [-0.5, 0.6, -0.6], [-6.9, 4.1, -1.8], [5.4, -3.4, 1.3], [-2.8, 0.0, -0.3], [-1.8, -2.8, 1.2], [0.6, 0.8, 1.5], [-2.0, 1.0, 1.7], [-0.8, -0.8, -0.5], [2.0, -0.8, -4.0], [1.2, 0.6, 0.0], [3.3, 0.0, -3.4], [-2.0, -1.0, 0.9], [-1.5, -2.8, -2.9], [-2.6, 3.3, -3.5], [2.6, -2.3, 4.6], [0.3, 1.5, 0.3], [-0.1, 0.3, -1.1], [-3.1, 0.0, 2.9], [-1.5, 0.4, 0.1], [0.2, 0.3, 0.7], [3.4, -0.3, -1.5], [0.8, 0.9, 0.8], [0.5, -0.4, 2.1], [1.3, 1.9, -1.3], [0.6, -4.7, 0.3], [0.3, 0.0, 2.4], [-0.7, -0.2, -0.9], [0.8, 0.6, -1.4], [-0.5, 0.0, 2.0], [-0.7, 0.9, -0.4], [1.6, -0.7, 0.9], [-0.5, -1.7, 0.8], [-2.3, -0.4, 1.0], [-0.6, 3.0, -2.1], [0.5, 1.9, -0.3], [0.1, -0.5, -0.9]],
  "mulliken_charge": [1.77, -1.07, 0.48, -0.91, -0.24, 0.32, -0.56, -0.28, 0.07, 0.33, 0.47, 0.34, 0.32, 0.44, -1.71, 0.53, -0.68, -0.38, 0.36, -0.55, -0.38, 0.13, 0.47, 0.69, 0.45, 0.32, 0.39, -1.12, 0.17, -0.58, -0.24, -0.15, -0.05, -0.10, 0.24, 0.31, 0.30, 0.36, 0.29, 0.44, -1.70, 0.69, -0.96, -0.06, 0.59, -0.67, -0.16, 0.47, 0.44, 0.25, 0.24, 0.53, 0.38, -1.20, 0.20, -0.32, -0.08, 0.19, -0.14, -0.42, 0.26, 0.34, 0.34, 0.45, 0.09, 0.20, -1.40, 0.63, -0.63, -0.19, 0.42, -0.17, -0.33, 0.37, 0.26, 0.41, 0.10, 0.28, 0.31],
  "homo_ev": -12.31,
  "total_charge": 1,
  "orbital_gap_ev": 10.870,
  "energy_ha": -2297.57434,
  "de_lowest_kcal_mol": 74.0
}